Record 1
58
Properties=species:S:1:pos:R:3:forces:R:3 method="wB97M-V/def2-TZVPD" homo_ev=-10.12 charge=+1 homo_lumo_gap_ha=0.2708
Au 0.0758 1.3497 -0.7794 -0.15 0.10 0.39
N 0.4368 -1.1026 -1.7640 0.42 -0.24 0.38
C 1.1995 -1.9445 -0.8525 0.03 0.07 -0.35
C 1.4730 -3.3927 -1.3698 0.09 -0.15 0.25
C 0.8186 -4.5530 -0.5897 0.11 0.24 0.00
C 1.5460 -5.0186 0.6772 -0.20 -0.02 -0.36
N 1.7662 -3.9551 1.6432 0.29 0.60 -0.01
C 0.8866 -3.4792 2.5036 -0.21 -0.26 0.05
N -0.2476 -4.1359 2.7846 0.15 0.06 -0.03
N 1.1453 -2.3234 3.1199 0.13 0.16 -0.10
C 2.5318 -1.2843 -0.4540 0.13 -0.78 0.61
O 3.2525 -1.7210 0.4408 -0.74 -0.17 0.13
O 2.8878 -0.2623 -1.1688 1.14 1.33 0.22
H -0.4832 -1.4706 -1.9777 -0.07 0.14 -0.04
H 0.9141 -0.9239 -2.6386 0.02 -0.01 -0.03
H 0.5996 -2.0011 0.0619 0.16 0.01 0.10
H 2.5521 -3.5602 -1.4416 -0.03 -0.10 -0.03
H 1.0787 -3.4320 -2.3841 0.06 0.03 -0.04
H 0.7784 -5.4150 -1.2576 -0.10 -0.04 0.05
H -0.2135 -4.2906 -0.3382 -0.04 0.01 -0.07
H 2.5268 -5.4083 0.4087 0.02 -0.03 0.11
H 0.9932 -5.8317 1.1519 0.12 -0.06 -0.03
H 2.4975 -3.2829 1.3943 0.07 -0.04 -0.16
H -0.4042 -5.0574 2.4174 -0.01 -0.01 0.02
H -0.8254 -3.8392 3.5499 -0.06 0.00 0.01
H 1.8820 -1.7307 2.7624 0.01 0.00 0.03
H 0.4787 -1.9016 3.7394 -0.05 -0.01 0.02
I -7.6166 3.9500 -1.3622 0.25 -0.14 -0.06
C -5.8099 2.9441 -1.7563 -0.29 0.19 0.05
C -4.7666 3.0425 -0.8493 0.01 -0.03 0.06
C -3.5775 2.3854 -1.1184 0.03 -0.01 -0.06
C -3.4270 1.6220 -2.2727 0.16 0.10 0.05
C -4.4877 1.5273 -3.1622 0.06 -0.12 0.00
C -5.6776 2.1969 -2.9141 -0.04 -0.05 -0.04
C -2.1110 0.9213 -2.5336 -0.14 0.00 -0.19
O -2.0981 -0.2578 -2.8508 -0.05 -0.01 0.02
O -1.0629 1.6943 -2.4214 -0.16 -0.01 0.04
H -4.8858 3.6270 0.0535 0.01 -0.01 -0.01
H -2.7478 2.4475 -0.4238 0.01 0.07 -0.02
H -4.3791 0.9270 -4.0562 0.00 0.00 0.00
H -6.4970 2.1270 -3.6161 0.01 0.01 0.00
N 3.9879 2.3270 -0.0569 -0.07 -0.29 0.07
C 2.8485 3.2432 0.0959 0.01 -0.46 0.26
P 1.7275 2.6358 1.4158 0.20 0.55 -0.16
O 2.3205 2.6840 2.7785 0.04 0.17 0.16
O 1.0116 1.3203 1.1126 -0.08 -0.20 -0.59
C 0.3598 3.9205 1.4775 0.35 -0.21 -0.22
N -0.3903 3.4181 2.6760 0.22 -0.15 -0.01
H 4.4184 2.1425 0.8436 0.07 0.18 -0.01
H 4.6932 2.7369 -0.6590 -0.05 -0.01 0.06
H 3.6794 0.2127 -0.7253 -1.42 -0.53 -0.79
H 2.2958 3.3002 -0.8433 -0.04 0.00 0.02
H 3.1467 4.2543 0.3918 -0.06 0.06 0.04
H -0.2807 3.9250 0.5997 -0.11 -0.04 0.07
H 0.7414 4.9172 1.6865 0.00 -0.03 0.10
H -1.1284 4.0280 3.0178 -0.01 0.06 -0.01
H 0.3367 3.2506 3.3969 -0.09 0.05 0.03
H -0.7707 2.4972 2.4365 -0.10 0.04 0.03



Record 2
56
Properties=species:S:1:pos:R:3:forces:R:3 method="wB97M-V/def2-TZVPD" homo_ev="-15.18 / -15.26" charge=+2 homo_lumo_gap_ha="0.1788 / 0.1801"
Ru 0.0729 -0.4288 -1.2085 0.23 0.57 1.45
C -3.6242 -1.7750 1.3083 -0.03 0.01 0.11
C -3.6084 -0.3508 0.9123 0.28 0.24 -0.24
N -4.5879 0.4532 1.2701 0.06 0.05 -0.11
C -4.5674 1.7213 0.8508 0.50 -0.02 -0.20
C -3.5966 2.2961 -0.0207 -0.74 0.20 0.63
C -3.7516 3.7550 -0.4099 -0.04 -0.07 -0.09
O -2.5217 4.4572 -0.4022 -0.01 -0.09 0.04
C -2.5575 1.4996 -0.4324 0.55 -0.25 -0.31
C -1.6096 2.0123 -1.4220 -0.36 0.16 0.01
N -0.5353 1.4551 -1.8572 0.20 -0.09 0.14
C 0.2735 2.2008 -2.8007 -0.14 -0.07 0.14
C 0.1222 3.5749 -2.9751 -0.05 0.16 0.07
C 0.8877 4.2628 -3.9011 0.05 0.03 -0.06
C 1.8420 3.6034 -4.6600 -0.01 0.04 0.02
C 2.0447 2.2424 -4.4725 -0.01 0.05 0.04
C 1.2679 1.5750 -3.5482 0.04 -0.17 -0.05
I 1.6847 -0.4607 -3.2650 -0.32 -0.09 0.19
C -2.5014 0.1644 0.0982 -0.52 0.03 0.09
O -1.5480 -0.6366 -0.1315 1.12 -0.03 -0.84
H -4.4715 -1.9599 1.9616 0.00 0.00 -0.01
H -2.6933 -2.0467 1.8123 -0.04 -0.02 -0.03
H -3.7012 -2.4111 0.4202 0.02 0.03 0.03
H -5.3761 2.3417 1.2262 0.02 0.02 -0.06
H -4.4896 4.2212 0.2422 -0.01 0.01 0.02
H -4.1578 3.8047 -1.4228 0.01 0.07 -0.05
H -2.4081 4.9236 0.4330 -0.03 0.02 -0.01
H -1.8828 2.9677 -1.8410 -0.10 0.02 0.02
H -0.5646 4.1451 -2.3618 0.02 -0.02 -0.03
H 0.7409 5.3280 -4.0175 0.03 -0.01 0.01
H 2.4479 4.1408 -5.3771 -0.03 0.00 0.00
H 2.8058 1.7195 -5.0365 -0.02 0.02 -0.01
C 0.0306 -2.3935 3.0047 0.04 -0.05 0.01
C 1.5171 -2.0470 3.0208 -0.16 0.03 0.01
C 2.2006 -2.2279 1.6507 0.16 0.20 0.01
C 3.6377 -1.6134 1.6419 0.07 0.02 0.06
C 4.5419 -2.0561 2.7899 -0.11 -0.11 -0.02
C 2.2689 -3.7183 1.3126 -0.21 -0.14 -0.30
O 2.7485 -4.5151 2.0635 0.01 -0.06 0.06
N 1.7633 -4.1476 0.0654 0.24 0.06 0.31
C 1.1101 -3.3880 -0.8626 -0.14 0.14 0.06
O 0.7433 -3.7651 -1.9445 0.07 0.10 0.08
N 0.8847 -2.0644 -0.4435 0.00 -0.84 0.14
C 1.4236 -1.4996 0.6142 0.05 -0.56 -0.32
O 1.2060 -0.2343 0.6014 -0.89 0.36 -1.04
H -0.4033 -2.2410 3.9925 0.01 -0.01 -0.02
H -0.1336 -3.4403 2.7346 0.00 0.04 -0.01
H -0.5215 -1.7615 2.2997 0.03 -0.01 0.02
H 2.0388 -2.6938 3.7235 0.05 0.05 0.01
H 1.6621 -1.0122 3.3340 0.04 0.00 0.03
H 3.5033 -0.5312 1.6832 0.02 0.04 -0.02
H 4.1064 -1.8314 0.6774 -0.01 -0.08 0.01
H 4.2466 -1.5900 3.7293 0.03 0.03 -0.02
H 5.5684 -1.7658 2.5719 -0.02 0.07 0.03
H 4.5243 -3.1344 2.9336 0.03 -0.01 -0.06
H 1.8963 -5.1245 -0.1658 0.05 -0.04 0.05



Record 3
104
Properties=species:S:1:pos:R:3:forces:R:3 method="wB97M-V/def2-TZVPD" homo_ev=-4.23 de_lowest_kj_mol=5.5 charge=-1 homo_lumo_gap_ha=0.2394
K -1.2117 0.2290 0.3700 0.49 0.10 0.04
C 2.3816 -2.3387 -0.1964 -0.01 -0.01 0.02
C 1.3493 -2.6905 0.6651 0.00 -0.04 0.00
C 0.1204 -3.0861 0.1512 0.01 0.04 0.00
C -0.0855 -3.1058 -1.2227 -0.02 0.03 -0.02
C 0.9461 -2.7579 -2.0844 0.00 0.00 0.00
C 2.1813 -2.3861 -1.5693 0.01 0.01 -0.01
H 3.3352 -2.0176 0.2042 0.01 0.00 0.01
H 1.5048 -2.6608 1.7379 0.00 0.00 -0.01
H -0.6856 -3.3551 0.8200 -0.01 0.02 0.00
H -1.0570 -3.3734 -1.6190 -0.01 0.01 0.00
H 0.7800 -2.7614 -3.1552 -0.01 0.00 -0.01
H 2.9863 -2.1123 -2.2405 0.00 0.01 0.00
Cl -5.3831 -1.2461 -2.6355 0.00 0.01 0.00
C -5.1634 -1.8204 -1.0019 0.02 -0.04 -0.03
C -6.1959 -2.5456 -0.4084 0.00 0.00 -0.01
C -6.0671 -3.0354 0.8611 0.00 0.00 0.00
Cl -7.3882 -3.9393 1.5710 0.00 0.00 0.00
C -4.8789 -2.8179 1.5953 0.00 -0.01 0.00
C -4.6641 -3.2917 2.9086 0.00 0.01 0.01
C -3.4809 -3.0338 3.5389 0.00 -0.01 0.00
C -2.4994 -2.2949 2.8551 0.03 0.01 0.01
N -2.6631 -1.8391 1.6382 -0.10 0.06 0.01
C -3.8296 -2.0791 0.9895 0.00 -0.03 0.00
C -3.9407 -1.5311 -0.3679 -0.04 0.00 0.02
O -3.0080 -0.8609 -0.8907 -0.33 -0.21 -0.15
H -7.1064 -2.7185 -0.9665 0.00 0.00 0.00
H -5.4459 -3.8557 3.3994 0.00 0.00 0.00
H -3.2904 -3.3846 4.5447 0.00 0.00 0.00
H -1.5464 -2.0755 3.3302 0.00 0.01 0.00
Cl -1.6726 2.5470 2.1596 0.05 0.15 0.03
C 0.0867 2.6552 1.4754 -0.11 -0.09 0.03
H 0.5192 3.4384 2.1095 0.01 -0.01 -0.02
H -0.1071 3.1371 0.5058 0.03 0.02 0.01
C 1.2342 3.6977 6.2783 -0.02 0.00 0.01
C 2.3535 3.3866 5.5187 0.01 0.00 -0.01
C 2.2835 2.4029 4.5421 0.01 0.01 0.00
C 1.0919 1.7248 4.3109 0.01 -0.04 0.03
C -0.0276 2.0436 5.0716 -0.02 -0.01 0.01
C 0.0436 3.0225 6.0536 0.01 0.01 0.00
As 0.9253 0.2944 2.9882 -0.10 0.03 0.03
C 1.6928 -1.0930 4.1832 0.05 -0.01 0.01
C 1.0482 -1.7622 5.2134 -0.01 0.00 0.01
C 1.7070 -2.7618 5.9178 -0.01 0.00 0.00
C 3.0116 -3.1054 5.5812 0.00 0.00 0.00
C 3.6631 -2.4470 4.5492 0.00 -0.01 -0.01
C 3.0071 -1.4365 3.8520 0.01 -0.01 0.01
C 3.5725 -0.6482 2.7385 0.00 0.00 -0.01
C 4.8511 -0.7962 2.2070 -0.01 -0.01 -0.01
C 5.2541 -0.0023 1.1434 0.02 0.01 0.00
C 4.3890 0.9450 0.6066 -0.01 0.01 0.00
C 3.1138 1.1003 1.1348 0.01 -0.01 0.00
C 2.7052 0.3073 2.1957 -0.03 0.01 -0.03
H 1.2886 4.4678 7.0380 0.00 0.00 0.00
H 3.2860 3.9128 5.6849 0.00 0.00 0.00
H 3.1620 2.1677 3.9536 0.01 0.00 0.00
H -0.9697 1.5457 4.8781 0.01 0.00 0.00
H -0.8383 3.2674 6.6327 0.00 0.00 0.00
H 0.0286 -1.5011 5.4793 0.00 0.00 -0.01
H 1.2040 -3.2772 6.7270 0.00 0.00 0.00
H 3.5209 -3.8911 6.1255 0.00 0.00 0.00
H 4.6786 -2.7247 4.2920 0.00 0.00 0.00
H 5.5327 -1.5337 2.6141 0.00 0.00 0.00
H 6.2484 -0.1229 0.7304 0.00 0.00 0.00
H 4.7084 1.5614 -0.2252 0.00 0.00 0.00
H 2.4185 1.8316 0.7419 -0.01 0.01 -0.01
C -1.7247 2.7224 -5.0804 0.01 0.01 -0.01
C -1.7247 2.5089 -3.5670 0.00 0.00 0.00
C -3.0756 1.8994 -3.1651 0.00 0.01 -0.01
C -1.5820 3.8520 -2.8456 0.00 0.00 -0.01
P -0.4209 1.3135 -2.9123 -0.01 0.00 0.04
C -0.6323 -0.0810 -4.0918 0.00 0.02 -0.01
C -1.5999 -1.0174 -3.7181 0.01 -0.01 -0.02
C -1.8981 -2.0992 -4.5366 0.00 0.00 0.01
C -1.2099 -2.2875 -5.7252 0.01 -0.01 -0.01
C -0.2348 -1.3732 -6.1022 0.00 0.00 -0.01
C 0.0394 -0.2750 -5.2997 0.01 0.01 0.00
C 1.3020 2.0304 -3.1899 -0.02 0.01 0.01
C 1.5634 2.9689 -2.0011 0.00 0.02 -0.01
C 1.6071 2.7982 -4.4772 0.02 0.00 0.00
C 2.2747 0.8548 -3.0347 -0.01 0.00 0.00
H -2.5405 3.4028 -5.3464 -0.01 0.00 0.00
H -1.8899 1.7836 -5.6104 0.00 -0.02 -0.01
H -0.7954 3.1606 -5.4439 -0.05 -0.01 0.00
H -3.8744 2.5956 -3.4397 0.00 0.00 0.00
H -3.1402 1.7076 -2.0932 0.00 0.00 0.01
H -3.2681 0.9546 -3.6731 -0.01 0.02 0.00
H -2.4615 4.4666 -3.0588 0.00 0.00 0.00
H -0.7042 4.4084 -3.1764 -0.01 0.00 -0.02
H -1.5218 3.7231 -1.7621 0.01 0.00 0.00
H -2.1326 -0.9069 -2.7777 0.00 -0.02 0.02
H -2.6682 -2.7964 -4.2290 0.00 0.00 0.00
H -1.4296 -3.1397 -6.3567 0.00 0.00 0.00
H 0.3078 -1.5081 -7.0302 0.00 0.00 0.00
H 0.7872 0.4318 -5.6297 0.00 -0.03 0.00
H 0.9518 3.8697 -2.0355 0.03 -0.02 0.01
H 2.6138 3.2785 -2.0136 0.01 0.00 0.00
H 1.3610 2.4693 -1.0536 0.01 -0.01 0.01
H 1.0124 3.7084 -4.5539 0.01 0.01 0.02
H 1.4437 2.2132 -5.3808 0.00 0.04 0.01
H 2.6604 3.0989 -4.4659 0.01 0.00 0.00
H 2.0799 0.3093 -2.1090 0.00 -0.01 0.01
H 3.2979 1.2411 -2.9839 0.01 0.00 -0.01
H 2.2179 0.1455 -3.8600 -0.01 -0.01 0.00